(1)
This record from the Open Molecules 2025 dataset describes the molecule C5H8O. The level of theory is ωB97M-V/def2-TZVPD.

Results
Gap between HOMO and LUMO = 9.26 eV
SMILES = CC(O)=C1CC1
Strongest force on any atom = 0.427 eV/A
E_tot = -7360.117 eV
HOMO = -8.29 eV

XYZ file:
```
14
C5H8O (ωB97M-V/def2-TZVPD)
C -1.98371 0.37114 -0.06041
H -1.95571 1.39709 0.33293
H 1.97684 0.83215 0.80480
H -2.93257 -0.07651 0.24611
H -1.92506 0.43858 -1.14906
H -0.15929 -1.38155 1.92631
H 1.07689 1.18885 -1.57653
C 1.83381 -0.06085 0.19358
H 1.52705 -0.55320 -1.94972
C 0.41739 -0.33804 -0.10598
O -0.94350 -0.85054 1.73204
C -0.77473 -0.33776 0.47572
H 2.61460 -0.80849 0.32843
C 1.22798 0.17912 -1.19821
```

---

(2)
This record from the Open Molecules 2025 dataset describes the molecule C5H8O at a distorted geometry. The level of theory is ωB97M-V/def2-TZVPD.

Results
Gap between HOMO and LUMO = 10.55 eV
Strongest force on any atom = 2.475 eV/A
E_tot = -7358.377 eV
HOMO = -9.47 eV

XYZ file:
```
14
C5H8O (ωB97M-V/def2-TZVPD)
H -0.40428 -0.81374 1.60049
H 1.34031 0.51608 1.40432
C -0.30085 -1.16029 -0.56558
H 2.45405 0.66761 0.03673
H 0.60586 0.52296 -1.60921
C -1.05640 -0.84397 0.72878
H -2.04756 -1.26543 0.96428
C -1.11796 0.34907 -0.25992
O -1.39453 -0.62018 -1.35129
H 1.33645 1.96505 0.40499
H -1.73303 1.24117 -0.22166
C 1.42654 0.86826 0.37275
H 0.52858 -1.71765 -0.94211
C 0.36281 0.29109 -0.56257
```

---

(3)
This record from the Open Molecules 2025 dataset describes the molecule C5H8O at a distorted geometry. The level of theory is ωB97M-V/def2-TZVPD.

Results
Gap between HOMO and LUMO (alpha / beta) = 6.50 / 8.33 eV
Strongest force on any atom = 1.611 eV/A
E_tot = -7358.173 eV
HOMO (alpha / beta) = -6.66 / -7.46 eV

XYZ file:
```
14
C5H8O (ωB97M-V/def2-TZVPD)
C -1.14765 0.63973 -0.55991
O -2.30441 1.27429 -0.34092
C 1.23901 -1.12134 0.23239
H 2.17611 -1.59192 0.53964
H -2.13674 2.10929 0.12509
H 0.34165 2.11290 -0.35714
H -0.18285 1.28485 1.09546
H -1.24689 -0.16696 -1.26884
C 0.09642 1.11080 0.03632
H -0.77086 -1.73839 -0.38222
C 0.15396 -1.96764 0.12194
H 2.25186 0.77176 0.14765
H 0.23175 -2.97509 0.52248
C 1.29863 0.25773 0.08805
```

---

(4)
This record from the Open Molecules 2025 dataset describes the molecule C5H8O at a distorted geometry. The level of theory is ωB97M-V/def2-TZVPD.

Results
Gap between HOMO and LUMO = 9.95 eV
SMILES = CC(=O)C1CC1
Strongest force on any atom = 1.567 eV/A
E_tot = -7359.843 eV
HOMO = -9.03 eV

XYZ file:
```
14
C5H8O (ωB97M-V/def2-TZVPD)
H 0.29533 0.36687 -1.57477
C -0.74512 1.63990 -0.10003
H 2.05739 -1.30064 -1.04189
H 2.47850 -1.11535 0.69429
C 1.70577 -1.45174 -0.01238
O -0.13004 -0.95404 1.40121
C -1.73661 0.60657 0.15874
H -0.97557 2.24345 -0.96738
H 1.51655 -2.51903 0.17761
H -2.49717 0.26532 -0.52743
H -0.30413 2.14999 0.74636
C 0.44014 -0.67430 0.35770
H -1.98251 0.40013 1.22391
C -0.12251 0.34288 -0.53597
```

---

(5)
This record from the Open Molecules 2025 dataset describes a structure of composition C5H8O. The level of theory is ωB97M-V/def2-TZVPD.

Results
Gap between HOMO and LUMO = 8.17 eV
Strongest force on any atom = 0.625 eV/A
E_tot = -7356.021 eV
HOMO = -8.38 eV

XYZ file:
```
14
C5H8O (ωB97M-V/def2-TZVPD)
H 2.22230 -0.78908 1.40862
H -0.41522 1.87603 0.68839
H 1.09306 -1.68223 -0.61815
C 2.21911 -0.25042 0.46479
C 1.61206 -0.72750 -0.62277
C -1.13789 1.31110 0.08843
H -2.46972 -0.84573 -0.64047
C -0.64126 0.12452 -0.69017
H -1.49886 -1.47528 0.70687
H 1.64825 -0.21901 -1.57807
H 2.77525 0.68373 0.43215
H -1.61917 2.00129 -0.62504
O -2.08387 0.57037 0.87726
C -1.70404 -0.57777 0.10817
```

---

(6)
This record from the Open Molecules 2025 dataset describes the molecule C5H8O at a distorted geometry. The level of theory is ωB97M-V/def2-TZVPD.

Results
Gap between HOMO and LUMO = 10.13 eV
SMILES = C[C@H]1C/C1=C\O
Strongest force on any atom = 1.359 eV/A
E_tot = -7359.479 eV
HOMO = -9.16 eV

XYZ file:
```
14
C5H8O (ωB97M-V/def2-TZVPD)
H -0.82748 0.55931 1.24910
C 0.53343 0.32676 -0.49809
H -1.09161 -0.52429 -1.63960
H -1.29507 1.54929 -0.21498
H 2.59286 1.07149 -0.70746
O 1.35759 2.24073 0.43457
H -0.08608 -1.76884 1.00857
H 1.16831 1.93174 1.33074
H -0.19821 -2.65490 -0.52169
C -0.61457 -0.55638 -0.66567
C 1.57378 1.11130 -0.34026
C -0.77522 0.67410 0.16372
C -0.64977 -1.86140 0.07409
H -1.68796 -2.09890 0.32695
```

---

(7)
This record from the Open Molecules 2025 dataset describes a structure of composition C5H8O. The level of theory is ωB97M-V/def2-TZVPD.

Results
Gap between HOMO and LUMO = 10.34 eV
Strongest force on any atom = 0.401 eV/A
E_tot = -7359.905 eV
HOMO = -9.22 eV

XYZ file:
```
14
C5H8O (ωB97M-V/def2-TZVPD)
H -2.42361 -0.96862 -0.09943
H 2.28959 -0.87152 -0.21741
H -0.94087 0.19028 -1.96656
C 1.60548 -0.32104 0.43802
C 0.66388 0.54696 -0.36499
H 1.14984 1.24879 -1.04417
C -1.35968 -0.80380 0.09999
H 2.20201 0.29169 1.12242
H -0.90183 2.13385 0.23449
C -0.66174 0.07421 -0.92579
H -0.87608 -1.75335 0.35663
C -0.61548 1.08645 0.18483
H 1.05779 -1.04497 1.04768
O -1.18928 0.19107 1.13429
```

---

(8)
This record from the Open Molecules 2025 dataset describes the molecule C5H8O. The level of theory is ωB97M-V/def2-TZVPD.

Results
Gap between HOMO and LUMO = 10.80 eV
SMILES = C[C@H]1C[C@H]1C=O
Strongest force on any atom = 0.410 eV/A
E_tot = -7360.984 eV
HOMO = -9.75 eV

XYZ file:
```
14
C5H8O (ωB97M-V/def2-TZVPD)
C -0.49358 -0.80789 -0.43641
H 0.47713 -1.07988 1.56846
H 0.47756 1.97029 -1.01191
C -1.70737 -0.26102 0.21646
H -0.09631 1.76466 0.63402
C 0.78480 0.00680 -0.38673
H 1.45510 -0.16744 -1.22617
C 0.70678 1.48688 -0.05489
H 1.16469 -2.10224 0.22463
H -1.53093 0.22147 1.20598
H -0.69083 -1.40218 -1.32232
O -2.82458 -0.34165 -0.23708
H 1.64384 1.90434 0.32846
C 0.63368 -1.19215 0.49750
```

---

(9)
This record from the Open Molecules 2025 dataset describes the molecule C5H8O at a distorted geometry. The level of theory is ωB97M-V/def2-TZVPD.

Results
Gap between HOMO and LUMO = 10.39 eV
SMILES = C1C[C@H]2C[C@H]2O1
Strongest force on any atom = 2.523 eV/A
E_tot = -7360.410 eV
HOMO = -9.22 eV

XYZ file:
```
14
C5H8O (ωB97M-V/def2-TZVPD)
C -1.46605 -0.41774 0.09994
C -0.76819 0.96355 0.11717
C 0.63393 0.59865 -0.37007
H -2.21248 -0.54738 0.92117
C 0.63747 -0.91785 -0.42741
H -1.25376 1.70820 -0.56982
O -0.50913 -1.41500 0.14136
H -0.75858 1.41048 1.09595
C 1.56113 -0.17865 0.50712
H 1.08410 1.20755 -1.18329
H 0.93718 -1.46911 -1.35199
H 2.67891 -0.15999 0.43378
H -1.89545 -0.48629 -0.94293
H 1.33093 -0.29642 1.52903
```

---

(10)
This record from the Open Molecules 2025 dataset describes a structure of composition C5H8O at a distorted geometry. The level of theory is ωB97M-V/def2-TZVPD.

Results
Gap between HOMO and LUMO = 8.85 eV
Strongest force on any atom = 3.792 eV/A
E_tot = -7357.314 eV
HOMO = -7.95 eV

XYZ file:
```
14
C5H8O (ωB97M-V/def2-TZVPD)
H 2.23065 1.25968 -0.21703
C 0.25841 0.92172 0.51141
H 1.08407 -2.06692 -0.07096
H -1.45684 0.89661 -0.83402
H -1.89106 0.65041 0.86659
O 1.00082 -0.22270 1.00086
H 0.29017 1.74035 1.24385
C 0.65691 -1.05407 -0.25026
H -1.46050 -1.51809 -0.88046
H -1.15493 -1.59378 0.86497
C -1.13800 0.43287 0.10528
C -0.87421 -1.06885 -0.07345
H 1.13552 0.82362 -1.61895
C 1.27384 0.80504 -0.57085
```